{"formula": "C5H11NO", "method": "ωB97M-V/def2-TZVPD", "orbital_gap_ev": [9.26, 5.64], "relative_energy_ev": 1.218, "charge": 1, "fmax_ev_per_a": 0.7, "homo_energy_ev": [-13.7, -13.7], "e_tot_ev": -8892.1183, "spin_multiplicity": 2, "symbols": ["C", "N", "O", "H", "H", "H", "C", "C", "C", "C", "H", "H", "H", "H", "H", "H", "H", "H"], "positions_angstrom": [[-1.9217, 0.3117, 1.8393], [-2.3975, 1.4864, 1.3712], [-1.7799, -0.7077, 1.1912], [-1.6619, 0.3558, 2.9066], [-2.5003, 2.2450, 2.0237], [-2.5174, 1.6726, 0.3900], [1.4318, 1.4114, -0.4467], [0.9553, 0.0406, -0.3246], [1.2612, -0.9697, -1.2584], [0.6514, -2.2812, -1.2127], [2.1703, 1.5370, -1.2355], [0.5687, 2.0634, -0.6531], [1.8351, 1.7720, 0.4992], [0.4014, -0.2606, 0.5629], [1.9252, -0.7204, -2.0807], [-0.2842, -2.3024, -0.6576], [0.5134, -2.6873, -2.2120], [1.3490, -2.9663, -0.7027]], "mulliken_charge": [0.115, -0.323, -0.577, 0.365, 0.227, 0.232, -1.084, 0.286, -0.001, -1.080, 0.369, 0.314, 0.344, 0.390, 0.351, 0.361, 0.371, 0.340]}

---

{"formula": "C24H60BCd2F4KN4O8S2", "method": "ωB97M-V/def2-TZVPD", "orbital_gap_ev": 7.19, "relative_energy_ev": 0.000, "fmax_ev_per_a": 2.9, "homo_energy_ev": -7.7, "e_tot_ev": -106880.5453, "symbols": ["K", "Cd", "Cd", "S", "O", "O", "O", "O", "S", "O", "O", "O", "O", "B", "F", "F", "F", "F", "C", "C", "N", "C", "C", "C", "C", "H", "H", "H", "H", "H", "H", "H", "H", "H", "H", "H", "H", "H", "H", "H", "C", "C", "N", "C", "C", "C", "C", "H", "H", "H", "H", "H", "H", "H", "H", "H", "H", "H", "H", "H", "H", "H", "C", "C", "N", "C", "C", "C", "C", "H", "H", "H", "H", "H", "H", "H", "H", "H", "H", "H", "H", "H", "H", "H", "C", "C", "N", "C", "C", "C", "C", "H", "H", "H", "H", "H", "H", "H", "H", "H", "H", "H", "H", "H", "H", "H"], "positions_angstrom": [[-2.1879, 1.5619, 3.8884], [1.4615, 2.9991, 1.9046], [-1.2907, 3.1360, -1.6631], [-0.5684, 1.4778, 1.0990], [0.8773, 1.3851, 0.7170], [-1.3342, 1.7971, -0.1239], [-0.9589, 0.2898, 1.8475], [-0.5976, 2.6334, 2.0273], [0.3545, 4.9642, -0.5598], [-1.1464, 4.7850, -0.4294], [0.6224, 6.3229, -0.9401], [1.0687, 4.5143, 0.6453], [0.5944, 3.9879, -1.6959], [1.0493, 3.2516, 4.6068], [1.9532, 3.4629, 5.6107], [0.9395, 4.3570, 3.7126], [1.4385, 2.1061, 3.8652], [-0.2884, 3.1120, 5.0851], [3.8603, 0.4627, 2.3557], [4.2631, 1.8829, 2.7297], [3.6638, 2.9608, 1.8920], [4.2815, 4.2026, 2.3717], [3.6959, 5.4742, 1.8017], [3.7435, 2.6690, 0.4212], [5.1908, 2.6190, -0.0793], [3.9633, 0.2788, 1.2887], [2.8082, 0.2922, 2.6034], [4.4254, -0.2672, 2.9330], [4.0298, 2.0951, 3.7697], [5.3482, 1.9438, 2.5694], [5.3764, 4.2333, 2.2605], [4.2087, 4.2142, 3.4621], [3.5451, 5.4787, 0.7203], [4.2693, 6.3631, 2.0638], [2.6851, 5.6672, 2.1717], [3.2384, 1.7549, 0.1249], [3.2354, 3.4801, -0.1002], [5.7494, 1.7626, 0.2905], [5.1699, 2.5936, -1.1721], [5.6915, 3.5644, 0.1324], [-6.0513, -3.5646, -1.5258], [-5.5703, -4.1914, -0.2206], [-5.6200, -3.2954, 0.9144], [-5.5800, -3.9032, 2.2373], [-6.6683, -4.9309, 2.5126], [-4.8304, -2.1020, 0.7665], [-3.3164, -2.3679, 0.6356], [-6.0576, -4.3524, -2.2812], [-5.5445, -2.6641, -1.8699], [-7.1034, -3.2650, -1.4521], [-6.2256, -5.0406, -0.0449], [-4.5432, -4.5526, -0.4060], [-4.5891, -4.2893, 2.5204], [-5.7963, -3.0422, 2.8773], [-6.8200, -5.7261, 1.7839], [-6.3128, -5.4818, 3.3902], [-7.6229, -4.4671, 2.7497], [-4.8580, -1.5243, 1.6959], [-5.1576, -1.4329, -0.0287], [-2.9937, -3.1498, 1.3425], [-2.6971, -1.5734, 1.0591], [-2.9579, -2.7758, -0.3101], [1.1586, -2.1009, -1.6516], [1.2746, -3.4797, -0.9866], [1.9613, -3.4289, 0.2940], [1.4357, -2.5308, 1.2878], [0.0664, -2.8833, 1.8255], [3.3925, -3.6631, 0.2998], [3.7564, -5.0973, 0.6569], [0.3688, -1.5559, -1.1341], [0.8959, -2.2224, -2.7067], [2.1036, -1.5578, -1.6319], [0.2940, -3.9512, -0.8783], [1.8769, -4.1824, -1.5681], [2.1236, -2.3089, 2.1075], [1.3697, -1.5085, 0.8625], [-0.2513, -2.1973, 2.6051], [-0.7034, -2.8107, 1.0479], [-0.0311, -3.9336, 2.1179], [3.8639, -2.9398, 0.9684], [3.7872, -3.4721, -0.7091], [3.1626, -5.7807, 0.0483], [3.4788, -5.3205, 1.6900], [4.8281, -5.2618, 0.5338], [-2.6162, 0.1143, -2.4079], [-2.2450, 0.8672, -3.6755], [-1.1359, 1.8423, -3.5201], [0.1279, 1.1499, -3.1905], [0.6812, 0.1526, -4.2130], [-1.0717, 2.5920, -4.7983], [0.1040, 3.5558, -4.9460], [-3.1646, 0.7408, -1.7031], [-1.7121, -0.2479, -1.9197], [-3.2126, -0.7724, -2.6207], [-1.9196, 0.0998, -4.3907], [-3.1043, 1.3101, -4.1786], [0.8995, 1.8991, -2.9930], [0.1278, 0.6873, -2.1995], [0.0714, -0.7510, -4.2057], [0.6301, 0.6033, -5.2043], [1.7130, -0.1053, -3.9922], [-2.0224, 3.1205, -4.9111], [-1.0909, 1.9145, -5.6618], [0.1062, 4.3029, -4.1533], [0.0921, 3.9569, -5.9548], [1.0157, 2.9773, -4.7935]], "mulliken_charge": [1.007, 3.798, 1.252, 0.292, -1.543, -0.470, -0.712, -0.876, 1.620, -0.857, -0.686, -1.292, -0.790, 0.300, -0.325, -0.324, -0.360, -0.422, -0.905, -1.273, 0.999, -0.755, -1.271, -0.389, -1.669, 0.217, 0.060, 0.613, 0.389, 0.516, 0.486, 0.489, 0.262, 0.476, 0.151, 0.067, 0.369, 0.309, 0.463, 0.332, -1.232, -0.021, 0.195, -0.313, -1.225, -1.193, -0.355, 0.425, 0.104, 0.323, 0.255, 0.220, 0.246, 0.238, 0.367, 0.369, 0.278, 0.364, 0.293, 0.456, 0.018, 0.297, -0.247, -1.270, 0.481, -0.297, -1.008, -0.536, -1.377, -0.099, 0.341, 0.271, 0.307, 0.577, 0.428, -0.046, 0.385, -0.117, 0.394, 0.248, 0.454, 0.300, 0.272, 0.446, -0.707, -0.593, 0.740, 0.114, -1.559, -0.762, -1.110, 0.136, -0.041, 0.354, 0.385, 0.496, 0.534, -0.418, 0.283, 0.381, 0.419, 0.424, 0.447, 0.232, 0.443, 0.241]}

---

{"formula": "C19H40F5N7OPPtS3", "method": "ωB97M-V/def2-TZVPD", "orbital_gap_ev": [9.62, 6.22], "relative_energy_ev": 0.000, "charge": 3, "fmax_ev_per_a": 2.2, "homo_energy_ev": [-16.5, -17.6], "e_tot_ev": -91431.4499, "spin_multiplicity": 5, "symbols": ["Pt", "C", "C", "S", "C", "C", "S", "C", "C", "S", "H", "H", "H", "H", "H", "H", "H", "H", "H", "H", "H", "H", "C", "N", "C", "P", "O", "N", "C", "C", "N", "C", "C", "H", "H", "H", "H", "H", "H", "H", "H", "H", "H", "H", "H", "H", "H", "H", "H", "H", "H", "F", "C", "F", "C", "F", "F", "F", "C", "C", "C", "C", "N", "C", "N", "N", "N", "H", "H", "H", "H", "H", "H", "H", "H", "H", "H"], "positions_angstrom": [[0.3360, -1.4439, -0.8414], [-0.2056, -3.7002, 1.5035], [1.2584, -3.9394, 1.2134], [2.1118, -2.4767, 0.5041], [3.0560, -3.3055, -0.8255], [2.2538, -4.0513, -1.8801], [0.9865, -3.0088, -2.6877], [-0.5731, -3.9550, -2.5225], [-0.9675, -4.4644, -1.1480], [-1.1947, -3.1214, 0.0867], [-0.6716, -4.6148, 1.8723], [-0.3314, -2.9150, 2.2493], [1.7828, -4.1823, 2.1377], [1.3951, -4.7748, 0.5319], [3.6461, -2.5082, -1.2782], [3.7460, -3.9958, -0.3371], [2.9385, -4.3524, -2.6744], [1.7767, -4.9521, -1.5003], [-1.3216, -3.2532, -2.8951], [-0.5063, -4.7959, -3.2143], [-1.9440, -4.9436, -1.2369], [-0.2798, -5.2105, -0.7545], [1.1992, -0.6192, 5.2773], [0.8213, 0.6869, 4.7949], [1.0796, 1.7863, 5.6902], [0.2185, 0.8856, 3.1951], [0.3585, -0.3801, 2.4688], [1.1402, 2.1356, 2.6213], [0.7790, 3.5202, 2.3906], [2.5489, 1.8088, 2.4366], [-1.3642, 1.3961, 3.4044], [-1.7939, 2.5993, 4.1078], [-2.3768, 0.3397, 3.4178], [2.2803, -0.6812, 5.4449], [0.9033, -1.3750, 4.5571], [0.7112, -0.8181, 6.2369], [2.1298, 1.7882, 6.0011], [0.4786, 1.6830, 6.6001], [0.8532, 2.7389, 5.2211], [-0.2911, 3.6351, 2.2550], [1.2733, 3.8664, 1.4811], [1.1213, 4.1694, 3.2031], [2.7177, 0.7459, 2.6092], [3.1878, 2.3887, 3.1089], [2.8531, 2.0453, 1.4147], [-0.9780, 3.2890, 4.2957], [-2.2566, 2.3343, 5.0624], [-2.5544, 3.1217, 3.5222], [-2.0527, -0.5080, 2.8211], [-3.3147, 0.7228, 3.0149], [-2.5769, 0.0004, 4.4381], [-0.0389, 1.8408, 0.0776], [-1.1560, 1.4778, 0.7138], [-1.3822, 0.1880, 0.3661], [-2.3256, 2.3390, 0.2292], [-3.4791, 1.8203, 0.6263], [-2.3257, 2.4207, -1.1067], [-2.2214, 3.5745, 0.7156], [0.6638, 1.9800, -6.2940], [-0.8610, 1.9530, -6.2630], [-1.4371, 0.6614, -6.8302], [-1.4125, 2.2499, -4.8534], [-0.9133, 1.3111, -3.8575], [0.1436, 1.4342, -3.0385], [0.2474, 0.3183, -2.3523], [-0.7650, -0.4657, -2.7632], [-1.4580, 0.1169, -3.6612], [1.0195, 1.9118, -7.3198], [1.0838, 1.1289, -5.7502], [1.0570, 2.9025, -5.8637], [-1.2145, 2.7788, -6.8885], [-1.2947, -0.1723, -6.1401], [-0.9580, 0.4112, -7.7744], [-2.5090, 0.7518, -7.0068], [-2.4990, 2.1718, -4.8656], [-1.1211, 3.2498, -4.5335], [0.7692, 2.3047, -2.9613]], "mulliken_charge": [1.017, -0.430, -0.870, -0.016, -0.879, -0.669, 0.012, -0.821, -0.689, -0.074, 0.664, -0.098, 0.641, 0.399, 0.456, 0.504, 0.530, 0.405, 0.425, 0.526, 0.544, 0.415, -0.697, 0.391, -0.788, -0.775, -0.236, 0.960, -1.078, -1.158, 0.602, -0.951, -0.839, 0.358, 0.063, 0.348, 0.378, 0.377, 0.231, 0.492, 0.262, 0.292, 0.274, 0.348, 0.382, 0.385, 0.320, 0.277, 0.092, 0.397, 0.386, -0.215, 0.404, -0.324, 0.651, -0.233, -0.182, -0.246, -1.421, 0.645, -1.312, -1.129, 0.925, -0.420, -0.133, 0.412, -1.071, 0.432, 0.276, 0.346, 0.315, 0.252, 0.393, 0.383, 0.381, 0.414, 0.374]}

---

{"formula": "C5H17BN3O3", "method": "ωB97M-V/def2-TZVPD", "orbital_gap_ev": 9.80, "smiles": "CCOCCOC[N@H+](N)B(N)O", "relative_energy_ev": 0.162, "charge": 1, "fmax_ev_per_a": 1.3, "homo_energy_ev": -13.1, "e_tot_ev": -16744.9344, "symbols": ["C", "C", "O", "C", "C", "O", "C", "N", "N", "B", "N", "O", "H", "H", "H", "H", "H", "H", "H", "H", "H", "H", "H", "H", "H", "H", "H", "H", "H"], "positions_angstrom": [[-1.0428, -2.8624, 1.5924], [-0.9069, -2.5472, 0.1180], [-1.8052, -1.5075, -0.2159], [-1.8655, -1.2015, -1.5945], [-0.6773, -0.4155, -2.0727], [-0.5772, 0.8344, -1.3845], [-0.0111, 0.7700, -0.1375], [0.5971, 2.1349, 0.1191], [1.2832, 2.5850, -1.0522], [1.5740, 2.0237, 1.3406], [2.9134, 1.6936, 1.0892], [1.0919, 2.2689, 2.5751], [-0.4988, -2.1321, 2.1877], [-0.6208, -3.8416, 1.7934], [-2.0830, -2.8314, 1.8977], [-1.0974, -3.4283, -0.4995], [0.1334, -2.2597, -0.0811], [-2.7788, -0.6333, -1.7436], [-1.9427, -2.1253, -2.1742], [0.2463, -0.9891, -1.9870], [-0.8045, -0.1841, -3.1262], [-0.7534, 0.6117, 0.6444], [0.7815, 0.0255, -0.0601], [-0.1816, 2.7443, 0.3827], [0.6167, 2.6535, -1.8107], [1.6992, 3.4892, -0.8730], [3.0609, 0.8864, 0.4961], [3.4089, 1.5291, 1.9581], [0.2404, 2.7087, 2.6181]], "mulliken_charge": [-1.245, -0.076, -0.393, -0.535, -0.584, -0.424, -0.393, 0.172, -0.625, 0.380, -0.329, -0.486, 0.254, 0.388, 0.315, 0.427, 0.173, 0.342, 0.400, 0.374, 0.389, 0.401, 0.276, 0.409, 0.284, 0.266, 0.256, 0.270, 0.314]}

---

{"formula": "C31H50As2CoF3GeN3O2SSi3", "method": "ωB97M-V/def2-TZVPD", "orbital_gap_ev": [6.94, 5.18], "relative_energy_ev": 1.624, "charge": 2, "fmax_ev_per_a": 0.9, "homo_energy_ev": [-12.2, -13.1], "e_tot_ev": -299952.7906, "spin_multiplicity": 6, "symbols": ["Co", "N", "C", "C", "C", "C", "C", "C", "N", "C", "C", "C", "S", "C", "N", "H", "H", "H", "H", "H", "H", "H", "C", "As", "C", "C", "C", "C", "C", "C", "C", "As", "C", "C", "H", "H", "H", "H", "H", "H", "H", "H", "H", "H", "H", "H", "H", "H", "H", "H", "F", "C", "F", "F", "C", "O", "O", "C", "Si", "C", "C", "Ge", "Si", "C", "C", "C", "Si", "C", "C", "C", "H", "H", "H", "H", "H", "H", "H", "H", "H", "H", "H", "H", "H", "H", "H", "H", "H", "H", "H", "H", "H", "H", "H", "H", "H", "H", "H"], "positions_angstrom": [[-0.4163, 0.9724, -0.3574], [-0.5290, -2.1566, -4.2370], [0.1537, -3.3251, -3.9548], [0.4116, -4.4655, -4.7080], [1.0785, -5.4872, -4.0648], [1.4639, -5.3817, -2.7180], [1.2093, -4.2433, -1.9821], [0.5554, -3.1941, -2.6275], [0.1311, -1.9573, -2.1448], [-0.5258, -1.3781, -3.1263], [-1.3120, -0.1423, -3.0953], [-1.8209, 0.4305, -4.2166], [-2.9063, 1.6793, -3.8189], [-2.6092, 1.4080, -2.1786], [-1.7570, 0.4436, -1.9113], [-1.0181, -1.9564, -5.0934], [0.0991, -4.5556, -5.7404], [1.2998, -6.3979, -4.6050], [1.9687, -6.2177, -2.2510], [1.4994, -4.1700, -0.9434], [-1.6301, 0.1761, -5.2479], [-3.0389, 2.0337, -1.3999], [-4.9785, 4.6778, 0.3206], [-3.6228, 3.3784, 0.8446], [-4.5469, 2.5999, 2.3853], [-2.3995, 4.4847, 1.8808], [-2.7830, 5.7565, 2.2991], [-2.0334, 6.4673, 3.2263], [-0.8987, 5.8984, 3.7797], [-0.4898, 4.6447, 3.3535], [-1.2139, 3.9472, 2.3855], [-0.4160, 2.2730, 1.8053], [-0.5892, 1.1792, 3.4027], [1.4877, 2.6838, 1.7896], [-5.4336, 5.1550, 1.1865], [-5.7551, 4.1483, -0.2292], [-4.5440, 5.4296, -0.3364], [-4.8957, 3.3832, 3.0571], [-3.8675, 1.9427, 2.9257], [-5.3955, 2.0105, 2.0406], [-3.6864, 6.2062, 1.9118], [-2.3498, 7.4575, 3.5291], [-0.3271, 6.4301, 4.5287], [0.4101, 4.2212, 3.7767], [0.0207, 1.5859, 4.2065], [-0.2795, 0.1614, 3.1828], [-1.6309, 1.1790, 3.7182], [1.8455, 2.9593, 2.7779], [1.6596, 3.5107, 1.1017], [2.0353, 1.8081, 1.4387], [0.7311, 4.4551, -3.3999], [1.4736, 3.7766, -2.5340], [2.4198, 3.1174, -3.2022], [2.0648, 4.6363, -1.6960], [0.6054, 2.8076, -1.7095], [-0.5245, 3.1334, -1.3464], [1.1285, 1.6839, -1.3951], [-2.4668, -1.0330, 1.3769], [-1.4963, -2.3585, 0.4772], [-1.1513, -3.8632, 1.5173], [-2.4056, -2.8970, -1.0500], [0.8874, -1.2570, -0.0756], [2.2306, -2.2961, 1.9819], [3.8879, -1.5435, 2.3570], [1.1268, -1.9608, 3.4561], [2.4011, -4.1212, 1.6471], [3.1574, -1.1187, -1.3400], [2.7345, -0.6920, -3.1055], [4.2333, -2.6351, -1.2823], [3.9350, 0.3704, -0.5382], [-3.4867, -1.0125, 0.9807], [-2.0624, -0.0259, 1.2773], [-2.5290, -1.2553, 2.4459], [-2.1266, -4.1753, 1.9132], [-0.4905, -3.7148, 2.3658], [-0.7749, -4.6846, 0.9039], [-3.3302, -3.3644, -0.6876], [-1.8666, -3.6442, -1.6327], [-2.6965, -2.0607, -1.6856], [3.8075, -0.4938, 2.6433], [4.6362, -1.6455, 1.5759], [4.2572, -2.0915, 3.2338], [1.4303, -1.0304, 3.9395], [1.2981, -2.7751, 4.1711], [0.0561, -1.9179, 3.2628], [3.0386, -4.3499, 0.7943], [1.4467, -4.6352, 1.5324], [2.8896, -4.5339, 2.5389], [2.4393, -1.5591, -3.6963], [3.6545, -0.2896, -3.5461], [1.9810, 0.0945, -3.1647], [3.7854, -3.4746, -1.8129], [4.5198, -2.9544, -0.2822], [5.1569, -2.3725, -1.8126], [3.2718, 1.2335, -0.5994], [4.8177, 0.5996, -1.1487], [4.2752, 0.2343, 0.4837]], "mulliken_charge": [2.131, 0.144, 0.858, -1.151, -0.732, -0.780, -1.080, -0.213, 0.717, -0.087, -1.295, -0.464, -0.101, -0.043, 0.643, 0.288, 0.503, 0.441, 0.500, 0.488, 0.437, -0.266, -1.371, 0.434, -1.012, 0.332, -0.170, -0.814, -0.911, -0.684, 0.182, 0.573, -0.749, -1.223, 0.415, 0.411, 0.407, 0.401, 0.180, 0.436, 0.331, 0.407, 0.428, 0.227, 0.543, -0.215, 0.283, 0.631, 0.385, 0.050, -0.230, 0.658, -0.206, -0.248, -0.920, -0.466, -0.150, -0.442, 0.483, -1.246, -1.070, 1.043, 0.987, -1.313, -1.258, -1.109, 0.693, -0.819, -1.069, -0.648, 0.491, -0.623, 0.514, 0.448, 0.336, 0.318, 0.548, 0.220, 0.268, 0.351, 0.369, 0.455, 0.435, 0.530, 0.224, 0.323, 0.311, 0.544, 0.242, 0.609, -0.031, 0.323, 0.249, 0.462, -0.246, 0.519, 0.297]}

---

{"formula": "C3H2ClF", "method": "ωB97M-V/def2-TZVPD", "orbital_gap_ev": 8.87, "relative_energy_ev": 5.082, "fmax_ev_per_a": 3.7, "homo_energy_ev": -9.1, "e_tot_ev": -18375.9946, "symbols": ["C", "C", "C", "F", "Cl", "H", "H"], "positions_angstrom": [[0.9505, -0.1085, -1.1341], [0.2971, -0.0467, -0.0683], [3.3699, -1.1668, -2.5533], [3.0895, -2.3309, -2.0233], [4.1636, -0.0645, -1.6314], [0.0452, -1.1176, 0.0300], [-0.0278, 0.8817, 0.3586]], "mulliken_charge": [-0.052, -0.552, 0.054, -0.054, 0.011, 0.294, 0.300]}

---

Question: What is the formula in the fifth record?
Answer: C31H50As2CoF3GeN3O2SSi3